Entry 1:
95
Properties=species:S:1:pos:R:3:forces:R:3 method="wB97M-V/def2-TZVPD" spin_multiplicity=2 s2=0.81 homo_ev="-12.56 / -12.55" total_charge=+2 homo_lumo_gap_ev="5.93 / 6.04"
Cr -0.3920 0.0404 1.0386 0.083 0.926 1.730
N -2.4945 -0.5418 4.9896 0.184 0.278 -0.277
C -2.2397 0.4226 4.0986 0.246 -0.044 -0.122
N -1.4737 -0.0648 3.1408 0.264 -0.543 -0.269
C -1.2786 -1.3661 3.5065 -0.987 1.111 1.069
N -1.8927 -1.6703 4.6314 0.443 -0.971 -0.143
C -0.4393 -2.2387 2.7340 0.661 -0.328 -0.692
C 0.0441 -3.4251 3.2940 -0.286 0.248 0.044
N 0.9051 -4.2016 2.6751 0.132 -0.052 -0.231
C 1.2571 -3.8213 1.4489 -0.047 -0.288 0.124
C 0.7608 -2.6834 0.8531 -0.286 0.510 -0.204
N -0.0677 -1.8230 1.4866 0.499 -2.971 1.086
H -3.0553 -0.5220 5.8302 0.048 0.091 -0.064
H -2.6053 1.4280 4.1664 -0.100 0.160 0.058
H -0.2810 -3.7215 4.2805 -0.052 0.059 0.119
H 1.9544 -4.4623 0.9317 0.074 0.002 -0.172
H 1.0304 -2.4264 -0.1609 0.110 0.003 0.086
Br -5.8552 -2.9761 3.7449 0.237 0.190 -0.230
C -4.7816 -1.9339 2.5837 -0.039 -0.187 0.061
C -4.9167 -0.5502 2.5849 -0.130 -0.100 -0.059
C -4.1173 0.2233 1.7711 0.245 -0.161 -0.269
C -3.1414 -0.3719 0.9642 -1.240 -0.843 0.696
C -3.0528 -1.7680 0.9346 0.095 0.566 -0.409
C -3.8675 -2.5442 1.7341 -0.275 -0.006 0.252
N -2.2677 0.3833 0.1607 -0.397 1.651 -1.696
C -2.8281 1.3672 -0.4931 0.099 -1.350 0.956
C -2.3226 2.0823 -1.6297 0.518 0.997 -1.294
C -3.0824 3.1463 -2.1507 0.189 -0.521 0.559
C -2.7312 3.7028 -3.3620 0.404 -0.016 -0.371
C -1.6488 3.1714 -4.0565 -0.450 0.197 0.281
C -0.9503 2.1314 -3.4673 0.105 -0.253 0.252
N -1.2488 1.6134 -2.2857 -0.742 0.250 0.240
H -5.6542 -0.0826 3.2170 -0.102 0.045 0.097
H -4.2223 1.2992 1.7963 0.038 0.084 0.058
H -2.3622 -2.2425 0.2478 0.011 0.025 0.010
H -3.7991 -3.6192 1.6974 0.006 -0.139 0.009
H -3.8679 1.6090 -0.2695 0.011 -0.187 -0.007
H -3.9383 3.5142 -1.6076 -0.151 0.036 0.068
H -3.2960 4.5248 -3.7701 -0.087 0.093 -0.058
H -1.3601 3.5522 -5.0228 0.029 0.023 -0.106
H -0.1037 1.6706 -3.9547 0.156 0.041 -0.174
Cl -0.3953 2.3276 1.6613 -0.146 1.345 -0.130
C 0.4537 1.9867 3.1479 0.603 -0.396 0.639
C 0.1553 2.6346 4.3249 -0.016 0.082 -0.140
C 0.7300 2.1573 5.4982 -0.058 -0.008 -0.140
C 1.5729 1.0576 5.4662 -0.026 -0.021 0.026
C 1.8887 0.4465 4.2643 -0.211 0.016 -0.224
C 1.3348 0.9059 3.0701 -0.308 0.446 0.300
C 1.5994 0.3185 1.7433 0.243 0.107 -0.732
H -0.5184 3.4779 4.3359 -0.078 0.083 0.026
H 0.4950 2.6368 6.4319 -0.007 0.110 0.185
H 1.9861 0.6618 6.3800 0.077 0.046 0.139
H 2.5576 -0.4028 4.2464 0.068 -0.044 -0.026
H 2.2437 -0.5607 1.8485 -0.324 0.032 -0.266
H 2.1429 1.0585 1.1386 -0.128 -0.185 0.064
C 4.1941 -0.3167 -3.0134 -0.500 -0.251 0.500
Si 3.2759 -1.2033 -1.5947 -0.096 -0.192 -0.113
C 4.4672 -1.2799 -0.0896 -0.578 0.088 -0.408
C 2.9412 -2.9901 -2.2084 0.156 0.686 0.260
Sb 0.7972 0.0539 -1.2779 1.645 -0.448 -1.064
Si 1.9837 2.5625 -1.7000 -0.170 -0.151 -0.037
C 3.5719 2.6219 -0.6213 -0.727 -0.185 -0.357
C 0.7752 3.9471 -1.1575 0.351 -0.657 -0.255
C 2.3920 2.6981 -3.5665 -0.163 -0.016 0.692
Si -0.5902 -1.6254 -3.0119 0.082 0.293 0.090
C -2.4305 -1.1271 -3.1947 0.780 -0.006 0.070
C -0.6094 -3.3983 -2.2626 0.244 0.744 -0.278
C 0.3857 -1.4107 -4.6381 -0.476 -0.303 0.590
H 5.1336 -0.8334 -3.1894 0.182 -0.166 0.057
H 4.4311 0.7167 -2.7921 0.046 0.244 0.119
H 3.6432 -0.3382 -3.9462 -0.195 -0.018 -0.201
H 4.7040 -2.3126 0.1497 -0.009 -0.216 -0.018
H 4.0923 -0.8167 0.8151 -0.092 0.121 0.132
H 5.4024 -0.7865 -0.3387 0.125 0.102 -0.120
H 3.8981 -3.4754 -2.3792 0.256 -0.040 -0.021
H 2.4095 -2.9998 -3.1544 -0.117 0.033 -0.135
H 2.3984 -3.6154 -1.5070 -0.101 -0.068 0.168
H 3.3951 3.1037 0.3365 -0.194 0.002 0.166
H 4.3337 3.2151 -1.1209 0.056 0.071 -0.237
H 3.9936 1.6389 -0.4322 0.079 -0.157 0.005
H 0.2352 3.7029 -0.2500 0.065 -0.022 0.008
H 0.0434 4.1561 -1.9305 -0.080 0.054 -0.185
H 1.3232 4.8637 -0.9607 0.232 0.154 -0.039
H 3.4097 3.0506 -3.7031 0.209 0.061 0.047
H 1.7385 3.4265 -4.0365 -0.155 0.136 -0.060
H 2.3002 1.7617 -4.1064 -0.012 -0.179 -0.003
H -2.8631 -0.8645 -2.2332 -0.054 -0.003 0.159
H -3.0085 -1.9568 -3.5971 0.070 -0.199 -0.042
H -2.5630 -0.2852 -3.8666 0.025 0.154 -0.082
H -0.8809 -3.3949 -1.2095 -0.071 0.076 0.127
H 0.3425 -3.9067 -2.3601 0.195 -0.030 0.010
H -1.3473 -4.0133 -2.7719 -0.175 0.070 -0.206
H 0.0814 -0.4996 -5.1434 -0.125 0.199 -0.036
H 0.1777 -2.2361 -5.3122 -0.054 -0.184 -0.168
H 1.4599 -1.3643 -4.4928 0.138 -0.036 0.139

---

Entry 2:
92
Properties=species:S:1:pos:R:3:forces:R:3 method="wB97M-V/def2-TZVPD" homo_ev="-12.77 / -12.77" total_charge=+2 homo_lumo_gap_ev="6.11 / 6.11"
P -4.3643 1.8036 -1.3156 1.238 -1.134 0.645
C -5.7783 0.8764 -0.7277 -0.533 0.134 -0.034
C -6.8399 1.5196 -0.0800 -0.093 -0.100 -0.177
H -6.7290 2.5707 0.2064 -0.252 -0.372 -0.156
C -8.0228 0.8185 0.1615 0.224 -0.050 -0.006
H -8.8496 1.3387 0.6337 0.034 -0.147 -0.044
C -8.1433 -0.5200 -0.2270 -0.057 0.261 -0.074
H -9.1089 -1.0331 -0.1008 0.649 0.198 0.001
C -7.0479 -1.1795 -0.7988 -0.045 0.224 0.158
H -7.1415 -2.2231 -1.0697 0.086 0.015 0.022
C -5.8546 -0.4970 -1.0256 -0.127 0.300 0.036
H -4.9784 -1.0068 -1.4345 -0.366 0.061 -0.049
C -4.1987 3.4008 -0.4740 -0.358 0.140 0.193
C -4.1282 3.3863 0.9345 0.194 -0.042 -0.352
H -4.2993 2.4473 1.4732 0.127 0.372 -0.191
C -3.8449 4.5592 1.6243 -0.089 -0.147 0.148
H -3.7821 4.5369 2.7080 -0.047 0.029 -0.093
C -3.6725 5.7640 0.9445 -0.143 0.108 -0.421
H -3.5055 6.6980 1.4875 0.036 -0.388 -0.134
C -3.8070 5.7922 -0.4467 0.032 -0.131 0.113
H -3.7203 6.7287 -0.9866 -0.038 -0.046 0.081
C -4.0757 4.6219 -1.1575 -0.014 -0.362 -0.142
H -4.2297 4.6504 -2.2459 0.178 0.029 0.501
C -4.3837 2.0583 -3.1110 -0.109 0.182 -0.183
C -5.5724 2.3707 -3.7903 0.261 0.012 0.205
H -6.5141 2.3800 -3.2307 0.288 0.095 -0.333
C -5.5276 2.6723 -5.1527 -0.065 -0.058 0.057
H -6.4474 2.9703 -5.6513 0.201 -0.114 0.019
C -4.3295 2.5904 -5.8678 0.038 -0.038 0.277
H -4.3114 2.8268 -6.9378 0.003 -0.180 0.485
C -3.1575 2.2074 -5.2005 -0.320 0.199 -0.146
H -2.2336 2.0839 -5.7562 -0.069 0.104 0.055
C -3.1758 1.9837 -3.8285 -0.158 -0.125 0.164
H -2.2495 1.7079 -3.3149 -0.395 0.075 -0.260
Zr -0.3725 -0.0702 -0.0192 7.625 -2.822 1.859
C 1.1197 1.9304 0.0969 -0.378 -1.015 0.036
C 0.6439 3.0951 -0.3352 -0.861 0.385 -0.597
H 2.1523 1.7826 0.4528 -0.545 0.337 0.058
C -0.7826 3.0918 -0.9291 0.256 0.936 -0.710
O -0.7503 3.7826 -2.2191 -0.759 -0.702 0.843
H -1.6485 3.7753 -2.6124 0.497 0.089 0.353
C -1.2366 1.6681 -1.1032 -1.234 -1.595 2.070
H -1.4779 3.6039 -0.2210 0.133 -0.268 -0.557
C -2.0659 0.7197 -0.7681 -5.414 5.228 -4.990
Cl -1.3411 -2.2215 0.1460 -0.576 -0.672 0.031
P 0.4504 -0.5588 -2.5634 1.038 -0.624 -0.379
P -1.0206 0.3960 2.5118 0.288 0.107 1.350
C 0.8519 -2.3338 -2.6459 -0.040 -0.119 -0.082
H -0.0277 -2.9103 -2.3313 0.248 0.071 -0.155
H 1.6742 -2.5724 -1.9585 -0.225 0.094 -0.196
H 1.1224 -2.5947 -3.6779 0.031 -0.044 0.295
C -0.5065 -0.3004 -4.0909 -0.340 0.088 -0.016
H -0.4092 0.7384 -4.4336 -0.029 -0.247 0.090
H -1.5658 -0.5088 -3.8962 0.164 -0.012 -0.212
H -0.1452 -0.9799 -4.8762 -0.091 0.254 0.225
C 2.0277 0.2798 -2.9261 0.093 0.088 -0.025
H 2.6846 0.2725 -2.0430 -0.177 -0.057 -0.281
H 1.8065 1.3228 -3.1919 0.124 -0.220 0.066
H 2.5193 -0.2195 -3.7730 -0.049 0.198 0.223
C -0.4048 -1.0552 3.4310 -0.007 -0.238 -0.009
H 0.6683 -0.9561 3.6373 -0.293 0.009 -0.074
H -0.5462 -1.9541 2.8150 0.035 0.196 0.300
H -0.9701 -1.1575 4.3678 0.279 -0.001 -0.199
C -0.1449 1.8113 3.2504 0.057 0.227 0.028
H -0.5339 2.7376 2.8039 0.081 -0.187 0.152
H 0.9232 1.7422 3.0043 -0.245 -0.016 0.146
H -0.2845 1.8398 4.3404 0.078 -0.006 -0.290
C -2.7273 0.5751 3.1100 -0.384 -0.056 -0.160
H -3.3925 0.0108 2.4409 0.023 0.140 0.298
H -3.0304 1.6318 3.1158 0.111 -0.335 -0.010
H -2.7999 0.1632 4.1276 -0.039 0.212 -0.336
P 1.5097 4.6901 -0.3098 -0.105 -1.510 -0.103
C 3.0368 4.3481 0.5749 0.192 0.477 0.117
C 0.5115 5.9215 0.5335 0.106 0.287 0.096
H 3.4539 3.3753 0.2540 -0.195 0.570 0.114
H 2.8261 4.3307 1.6602 0.198 -0.037 -0.509
H 3.7439 5.1642 0.3416 -0.146 -0.405 0.248
H -0.4295 6.0992 -0.0034 0.256 -0.074 0.058
H 1.0915 6.8530 0.5708 -0.225 -0.102 0.014
H 0.2924 5.6037 1.5614 0.089 0.001 -0.281
C 1.8442 5.1913 -1.9984 0.079 0.388 0.008
H 2.5300 4.4691 -2.4625 -0.173 0.207 0.165
H 2.3026 6.1891 -1.9751 -0.057 -0.223 -0.193
H 0.8926 5.2027 -2.5470 0.435 0.090 0.172
H -2.3639 -0.3560 -1.0764 0.736 1.516 0.822
Cl 3.0206 -2.3401 2.9596 0.144 -0.139 -0.498
C 3.4348 -2.1945 1.2208 -0.246 0.136 -0.126
Cl 2.8456 -3.5776 0.2399 0.227 0.366 0.519
C 2.8146 -0.8735 0.7029 1.394 0.540 -0.184
O 3.6009 0.0505 0.4611 -1.616 -1.104 0.202
O 1.5202 -0.9010 0.5751 -0.523 0.547 -0.235
H 4.5226 -2.1482 1.1281 -0.356 -0.056 0.086

---

| no. | calculated total energy (eV) |
| --- | --- |
| 1 | -187595.127 |
| 2 | -118151.876 |